(1)
DFT (ωB97M-V with the def2-TZVPD basis set) results for a structure of composition C37H40O2P2Re.

Last column: Löwdin spin population.
Cartesian coordinates (Å):
Re  -0.595886  0.484531  -2.625266  1.7497
C  -2.049733  1.080526  -4.961005  -0.0240
C  -1.913583  -0.281303  -4.790637  -0.0085
C  -1.588526  -1.193619  -6.008279  0.0071
C  -0.309418  -0.829621  -6.760883  0.0121
C  0.705836  -0.189788  -5.848902  0.0898
C  0.604965  1.039106  -5.325257  0.0019
C  -0.104933  2.197755  -5.972354  -0.0028
C  -1.578788  1.839621  -6.189401  -0.0022
C  0.850523  0.323681  -0.925444  0.1245
H  -2.747404  1.687308  -4.326146  -0.0012
H  -2.617545  -0.787426  -4.085167  -0.0014
H  -2.431496  -1.237278  -6.738550  0.0002
H  -1.493846  -2.225379  -5.634699  0.0003
H  0.136111  -1.765894  -7.141200  0.0001
H  -0.547695  -0.251129  -7.680350  0.0037
H  1.663489  -0.754108  -5.830323  0.0024
H  1.313437  1.378550  -4.551224  0.0102
H  0.368886  2.534006  -6.909184  -0.0022
H  -0.072187  3.046033  -5.281054  0.0011
H  -2.175131  2.767010  -6.290006  0.0002
H  -1.693919  1.319188  -7.150444  -0.0004
H  0.413154  1.261948  -0.521813  0.0307
H  1.905169  0.544582  -0.624584  0.0039
H  0.671710  -0.498936  -0.220758  0.0049
P  -0.849167  -1.681576  -2.889273  -0.0512
P  1.966212  -0.117308  -2.588541  0.1670
C  0.585051  -2.350259  -3.631098  0.0029
C  1.684311  -1.521383  -3.700006  0.0564
C  -2.056460  -2.888363  -2.435455  -0.0041
C  -2.298900  -4.052068  -3.187274  -0.0053
C  -3.349623  -4.899605  -2.814165  0.0007
C  -4.182703  -4.590314  -1.725950  -0.0083
C  -3.956680  -3.433172  -0.982677  0.0003
C  -2.886940  -2.636828  -1.321509  -0.0042
C  -2.499469  1.345567  -2.022468  0.3106
C  -2.421029  2.740348  -1.831375  0.0776
C  -3.492650  3.506993  -2.376279  0.0115
C  -4.653876  2.857781  -2.822366  0.0398
C  -4.759204  1.454455  -2.811010  0.0138
C  -3.677782  0.690706  -2.347730  0.0728
C  3.436924  -0.919353  -1.771915  0.0032
C  3.186941  -2.162232  -1.171946  -0.0001
C  4.244060  -2.935284  -0.701869  0.0007
C  5.552312  -2.455818  -0.834295  -0.0013
C  5.812089  -1.190473  -1.380891  -0.0004
C  4.743566  -0.413135  -1.847296  -0.0007
C  2.704936  1.628128  -2.821974  0.0282
C  2.408455  2.721658  -1.990273  0.0120
C  2.847297  4.001568  -2.324310  0.0002
C  3.586259  4.219017  -3.481392  0.0072
C  3.879478  3.143053  -4.307619  0.0029
C  3.470092  1.864738  -3.965164  0.0080
H  0.456016  -3.337785  -4.086887  -0.0003
H  2.577506  -1.879237  -4.203042  0.0092
H  -1.656506  -4.266286  -4.039810  -0.0002
H  -3.524224  -5.815153  -3.379199  0.0002
H  -5.021761  -5.231864  -1.453998  -0.0004
H  -4.581654  -3.130432  -0.131410  0.0001
H  -2.739204  -1.790182  -0.667053  -0.0003
H  -1.579239  3.132317  -1.227358  0.0081
H  -3.451182  4.617552  -2.446425  0.0015
H  -5.512383  3.419214  -3.177745  0.0022
H  -5.658968  0.924172  -3.151236  0.0018
H  -3.669325  -0.406716  -2.320840  0.0052
H  2.165171  -2.535399  -1.107918  0.0003
H  4.045264  -3.895107  -0.225941  0.0001
H  6.389561  -3.080577  -0.536348  -0.0001
H  6.830443  -0.796300  -1.461142  0.0000
H  4.916579  0.580391  -2.270820  0.0000
H  1.832194  2.598349  -1.070117  0.0013
H  2.611324  4.829887  -1.661717  -0.0001
H  3.931205  5.217326  -3.732589  0.0004
H  4.437389  3.281030  -5.217621  0.0002
H  3.681525  1.016884  -4.604116  0.0012
C  -1.560954  -1.232764  1.658754  0.0124
C  -1.763976  -0.156426  0.556471  0.0175
O  -2.105872  0.985267  0.917679  0.0235
O  -1.457042  -0.449667  -0.719903  0.1748
H  -2.469001  -1.286500  2.280118  0.0007
H  -0.792574  -0.924731  2.401231  0.0008
H  -1.305598  -2.291063  1.339629  -0.0003

Cartesian forces (eV/Å) of the 2 atoms listed first:
Re -1.70 -0.20 0.25
C -0.99 0.61 0.27

Calculated values
- Charge: +2
- ΔE to the lowest compared entry with this formula, charge and spin: 162.5 kcal/mol
- Multiplicity: 4
- E_HOMO (spin up / spin down): -12.438 / -13.277 eV
- Orbital gap (spin up / spin down): 4.58 / 5.52 eV
- Lowest unoccupied orbital energy (spin up / spin down): -7.9 / -7.8 eV
- Molar mass: 764.880 g/mol

(2)
DFT (ωB97M-V with the def2-TZVPD basis set) results for a cluster of 2 separate species, C8H10N2O4 in total.

Last column: Löwdin charge in e.
Cartesian coordinates (Å):
C  -0.684390  -1.533837  2.179144  -0.0627
C  -0.503012  -1.331163  0.822027  -0.0444
C  -1.058466  -0.488655  2.999395  -0.0115
C  -1.084710  0.979176  1.093760  0.0160
C  -0.709101  -0.073389  0.273392  -0.2303
C  -1.266275  0.776440  2.456864  -0.3132
C  -0.473060  0.149884  -1.204172  -0.0595
C  0.976890  0.012941  -1.466092  -0.2172
N  1.925951  0.632616  -0.796677  0.2510
N  1.453584  -1.071352  -2.298101  -0.3771
O  2.658508  -1.238579  -2.324926  0.0795
O  0.629988  -1.783260  -2.835469  0.0782
O  -1.634688  1.780221  3.290891  0.0642
O  1.182597  0.994715  -3.566112  -0.2558
H  -0.528379  -2.515342  2.599229  0.1094
H  -0.204707  -2.154952  0.188996  0.1179
H  -1.194136  -0.623667  4.061152  0.1187
H  -1.242974  1.965789  0.672112  0.1224
H  -1.001321  -0.594900  -1.803634  0.1340
H  -0.811189  1.141917  -1.503577  0.1354
H  1.753459  1.501691  -0.320475  0.1460
H  2.869770  0.401246  -1.105166  0.1372
H  -1.757657  2.598375  2.798111  0.1078
H  0.703316  0.474086  -4.210673  -0.0459

Cartesian forces (eV/Å) of the 2 atoms listed first:
C 0.04 0.07 -0.04
C -0.02 -0.09 -0.11

Calculated values
- ΔE to the lowest compared entry with this formula, charge and spin: 117.5 kcal/mol
- E_HOMO (spin up / spin down): -8.984 / -8.892 eV
- Orbital gap (spin up / spin down): 7.73 / 7.64 eV
- Lowest unoccupied orbital energy (spin up / spin down): -1.2 / -1.3 eV
- Molar mass: 198.178 g/mol

Largest force on an atom? In order: 3.1, 3.0 eV/Å.